# 1
C37H66F9N4O8S | wB97M-V/def2-TZVPD

Properties
* lowest unoccupied orbital energy: -2.9 eV
* highest occupied orbital energy: -11.516 eV
* max |F|: 0.863 eV/A
* E: -3567.1725 Ha

Geometry as ORCA input:
```
! wB97M-V def2-TZVPD RIJCOSX def2/J DEFGRID3
* xyz 1 1
C 3.919 1.029 0.428
C 4.022 -0.498 0.233
C 3.706 -1.001 -1.194
C 2.438 -1.867 -1.298
C 1.243 -1.099 -1.868
C 0.017 -2.023 -2.031
C -1.313 -1.426 -1.746
N -1.542 -0.168 -1.938
C -2.948 0.250 -1.752
C -3.167 1.104 -0.493
C -4.384 2.054 -0.567
C -5.618 1.618 0.232
C -6.386 2.815 0.797
O -5.793 3.335 1.977
C -3.607 -1.133 -1.947
C -5.093 -1.235 -1.661
O -5.801 -0.238 -2.361
C -5.986 -0.499 -3.753
C -5.180 0.457 -4.627
C -2.592 -2.134 -1.303
C -2.646 -2.179 0.247
C -1.630 -3.070 0.990
C -0.935 -2.341 2.146
S 0.019 -0.865 1.666
C -2.662 -3.546 -1.928
C -3.848 -4.435 -1.503
C -3.479 -5.581 -0.539
C -4.509 -5.842 0.555
N -4.712 -4.668 1.429
C -5.212 -5.021 2.744
N -6.213 -5.748 3.001
N -4.434 -4.498 3.775
H 3.619 1.532 -0.495
H 4.877 1.451 0.727
H 3.179 1.280 1.191
H 5.026 -0.829 0.498
H 3.336 -0.982 0.934
H 4.547 -1.575 -1.586
H 3.581 -0.140 -1.859
H 2.166 -2.272 -0.317
H 2.624 -2.723 -1.956
H 1.533 -0.704 -2.846
H 1.000 -0.263 -1.206
H -0.048 -2.304 -3.094
H 0.143 -2.963 -1.497
H -0.817 0.473 -2.237
H -3.231 0.893 -2.589
H -3.254 0.504 0.413
H -2.268 1.721 -0.383
H -4.056 3.002 -0.129
H -4.659 2.228 -1.611
H -6.308 1.022 -0.369
H -5.316 0.997 1.087
H -7.428 2.528 0.980
H -6.403 3.631 0.072
H -5.946 2.708 2.692
H -3.462 -1.318 -3.023
H -5.317 -1.100 -0.598
H -5.462 -2.222 -1.963
H -7.051 -0.403 -3.973
H -5.696 -1.534 -3.970
H -5.013 1.399 -4.097
H -5.699 0.675 -5.561
H -4.202 0.049 -4.898
H -3.647 -2.540 0.502
H -2.570 -1.174 0.657
H -0.873 -3.490 0.327
H -2.176 -3.901 1.446
H -0.229 -3.003 2.649
H -1.662 -2.030 2.898
H -0.898 0.063 1.965
H -2.725 -3.387 -3.011
H -1.727 -4.085 -1.763
H -4.258 -4.888 -2.410
H -4.658 -3.839 -1.076
H -3.419 -6.511 -1.115
H -2.488 -5.434 -0.104
H -4.198 -6.687 1.172
H -5.451 -6.141 0.074
H -5.431 -4.084 1.014
H -6.680 -6.051 2.152
H -3.761 -3.840 3.409
H -4.993 -4.045 4.487
C -4.235 2.283 -10.747
C -5.513 2.004 -9.991
O -5.749 0.579 -9.868
C -5.090 -0.047 -8.917
O -4.326 0.416 -8.120
C -5.477 -1.546 -8.910
F -5.468 -2.065 -10.135
F -6.708 -1.685 -8.396
F -4.629 -2.235 -8.148
H -4.258 1.800 -11.724
H -4.124 3.357 -10.893
H -3.367 1.918 -10.201
H -6.382 2.375 -10.528
H -5.504 2.447 -8.996
C 9.308 3.587 4.325
C 9.426 2.125 4.683
O 8.507 1.313 3.909
C 8.892 1.016 2.682
O 9.903 1.330 2.131
C 7.829 0.117 2.009
F 6.589 0.590 2.196
F 7.881 -1.117 2.524
F 8.045 0.036 0.701
H 8.281 3.931 4.451
H 9.957 4.177 4.968
H 9.602 3.763 3.291
H 9.142 1.946 5.717
H 10.439 1.753 4.535
C 10.071 7.979 9.658
C 10.478 6.722 10.391
O 10.309 5.548 9.558
C 11.270 5.318 8.683
O 12.261 5.956 8.496
C 10.961 4.017 7.906
F 9.688 3.984 7.489
F 11.167 2.954 8.691
F 11.749 3.912 6.841
H 9.046 7.896 9.297
H 10.135 8.833 10.332
H 10.723 8.165 8.806
H 9.837 6.538 11.250
H 11.511 6.767 10.732
*
```

Mulliken population analysis, charges in e, atoms 1 to 4: atom 1 (C): -1.17, atom 2 (C): -0.03, atom 3 (C): -1.15, atom 4 (C): -0.74

***

# 2
C38H43AuClN3O2P | wB97M-V/def2-TZVPD

Properties
* lowest unoccupied orbital energy (spin up / spin down): 2.7 / 1.4 eV
* highest occupied orbital energy (spin up / spin down): -2.302 / -2.126 eV
* max |F|: 4.305 eV/A
* E: -2725.6084 Ha
* expectation value of S²: 2.012

Geometry as ORCA input:
```
! wB97M-V def2-TZVPD RIJCOSX def2/J DEFGRID3
* xyz -1 3
Au -1.842 -0.431 0.454
Cl -2.569 1.457 1.884
N 0.262 2.102 -0.262
N -0.341 -2.205 0.203
C -0.721 2.799 -0.710
C -0.846 -3.001 -0.684
C 1.252 3.023 0.314
C 0.613 4.395 0.127
C 2.535 2.920 -0.487
C 1.423 2.547 1.736
H 2.330 3.218 -1.519
H 2.907 1.894 -0.498
H 3.297 3.585 -0.076
H 0.498 2.689 2.299
H 2.252 3.023 2.257
H 1.586 1.467 1.743
C 0.756 -2.892 0.918
C 0.696 -4.302 0.316
C 0.373 -2.842 2.353
C 2.091 -2.184 0.668
H 2.266 -2.069 -0.408
H 2.890 -2.793 1.111
H 2.080 -1.197 1.145
H -0.605 -3.300 2.510
H 0.161 -1.464 2.700
H 1.186 -3.159 3.003
O -0.344 -4.228 -0.736
H 0.347 -5.035 1.060
H 1.630 -4.620 -0.173
O -0.637 4.132 -0.574
H 1.197 5.060 -0.521
H 0.353 4.918 1.056
C -1.874 2.164 -1.417
C -1.859 -2.525 -1.660
C -1.272 -1.326 -2.331
H -2.770 -2.260 -1.084
H -2.115 -3.307 -2.360
C -1.155 -0.192 -1.558
C -1.298 1.024 -2.199
H -3.090 -0.547 1.812
C -0.794 1.133 -3.512
C -0.432 -0.045 -4.174
C -0.679 2.497 -4.087
C -0.668 -1.300 -3.604
H -0.071 0.041 -5.202
C -0.356 -2.606 -4.232
H 0.219 -2.418 -5.140
H -1.282 -3.143 -4.482
H 0.223 -3.242 -3.549
H -1.658 3.011 -4.092
H -0.318 2.349 -5.108
H 0.035 3.105 -3.503
H -2.364 2.891 -2.065
H -2.583 1.858 -0.626
N 0.364 -0.413 2.834
P 0.468 0.111 4.311
C 2.021 0.984 4.627
C 2.167 1.817 5.744
C 3.396 2.430 5.988
C 4.486 2.170 5.155
C 4.356 1.297 4.071
C 3.126 0.688 3.814
C -0.834 1.293 4.728
C -2.139 0.778 4.862
C -3.213 1.648 5.062
C -2.990 3.022 5.121
C -1.705 3.537 4.947
C -0.628 2.678 4.730
C 0.498 -1.107 5.658
C 1.518 -2.079 5.660
C 1.543 -3.069 6.646
C 0.585 -3.065 7.666
C -0.374 -2.048 7.717
C -0.410 -1.071 6.722
H 1.321 1.999 6.410
H 3.493 3.112 6.835
H 5.446 2.643 5.354
H 5.203 1.080 3.419
H 3.004 -0.005 2.977
H -2.306 -0.300 4.803
H -4.217 1.235 5.149
H -3.829 3.697 5.289
H -1.527 4.612 4.970
H 0.374 3.091 4.581
H 2.290 -2.064 4.885
H 2.314 -3.843 6.615
H 0.592 -3.844 8.424
H -1.100 -2.011 8.532
H -1.154 -0.277 6.782
*
```

Mulliken population analysis, charges in e, atoms 1 to 4: atom 1 (Au): 0.39, atom 2 (Cl): -0.44, atom 3 (N): 0.28, atom 4 (N): 0.11

***

Which of these has the lowest E? C37H66F9N4O8S

***

What is the E in the first record? -3567.1725 Ha